No. 1
Entry from the Open Molecules 2025 dataset: a molecular structure, C28H46N3O7PdS2Si (ωB97M-V with the def2-TZVPD basis set).

Structure (XYZ):
```
88
Properties=species:S:1:pos:R:3:forces:R:3
Pd 0.70631 1.44831 -0.81826 -0.266 -0.548 0.153
C 3.49015 1.90777 -2.01336 -0.178 -0.211 -0.036
O 2.18657 1.50260 -2.28124 0.358 0.240 -0.294
H 3.93135 2.23331 -2.96268 0.044 0.026 0.000
H 4.05102 1.00027 -1.73719 0.048 0.006 -0.003
H 3.55385 2.65164 -1.22176 -0.003 0.032 -0.012
C -0.88487 1.57958 4.13533 -0.011 0.041 -0.024
C 0.05532 0.42225 4.44085 -0.005 -0.058 0.012
C 1.30401 0.37219 3.53767 0.036 0.109 -0.015
C 2.10081 -0.91942 3.81998 0.007 -0.016 -0.009
C 3.40218 -1.02286 3.03606 0.006 -0.006 -0.026
C 2.17585 1.56213 3.88822 0.069 -0.021 0.106
O 2.60035 1.74112 5.00055 -0.001 0.034 0.015
N 2.47064 2.45331 2.87230 -0.085 -0.028 -0.006
C 2.08566 2.34090 1.55770 0.060 -0.281 0.071
O 2.40603 3.18052 0.73847 0.031 0.089 -0.165
N 1.33876 1.23467 1.18094 -0.044 0.406 0.315
C 0.86378 0.34497 2.08462 0.009 -0.161 -0.149
O 0.07970 -0.54810 1.75289 -0.096 0.151 -0.090
H -1.71048 1.59791 4.84533 -0.006 -0.006 0.007
H -1.31983 1.49005 3.13592 0.009 -0.017 0.005
H -0.37344 2.54329 4.20778 0.010 0.001 -0.006
H -0.46404 -0.53085 4.33523 -0.019 0.018 -0.007
H 0.41973 0.49542 5.46572 -0.008 -0.029 0.006
H 1.44348 -1.75594 3.57799 -0.001 -0.008 0.026
H 2.29495 -0.94639 4.89264 0.024 0.024 -0.003
H 3.22265 -1.02361 1.95747 -0.009 0.009 -0.006
H 3.92170 -1.94851 3.27900 -0.005 -0.013 0.008
H 4.08096 -0.20063 3.27131 0.000 0.006 0.005
H 3.03210 3.25929 3.11567 0.001 -0.021 -0.032
C 1.72777 -1.84050 -3.31076 -0.027 0.069 -0.049
C 1.67401 -2.50688 -1.94554 -0.132 -0.121 0.073
C 2.96710 -2.27785 -1.18271 0.040 0.001 0.050
C 1.35436 -3.98864 -2.06779 0.095 -0.049 -0.086
O 0.64497 -1.89702 -1.12800 0.107 0.297 -0.091
Si -0.94137 -1.64996 -1.28527 -0.005 -0.183 0.266
S -1.23663 0.24148 -0.18705 -0.132 -0.010 -0.051
O -1.36211 -1.42208 -2.81582 0.280 0.142 -0.049
C -2.38296 -0.72540 -3.55816 -0.101 -0.129 0.071
C -3.70015 -0.79707 -2.80213 -0.071 0.029 -0.007
C -1.92737 0.71261 -3.75198 0.035 0.061 0.013
C -2.48042 -1.44801 -4.89125 -0.035 0.012 -0.037
O -1.88828 -2.75539 -0.61625 -0.092 0.097 -0.076
C -2.08219 -3.39339 0.67196 0.112 0.017 -0.065
C -0.72844 -3.76033 1.25777 0.037 -0.006 0.074
C -2.84046 -2.43539 1.57572 -0.017 0.013 0.041
C -2.90955 -4.63276 0.38099 -0.014 -0.032 0.007
H 2.60779 -2.19070 -3.85092 -0.005 -0.021 -0.026
H 1.79962 -0.75490 -3.20780 0.008 -0.053 0.006
H 0.84182 -2.07378 -3.89999 0.006 0.013 0.015
H 3.82099 -2.63296 -1.75947 0.009 -0.034 0.010
H 2.94541 -2.80419 -0.22806 -0.003 0.024 0.020
H 3.10191 -1.21102 -0.98273 -0.015 -0.019 -0.023
H 2.09472 -4.48896 -2.69391 0.010 0.007 0.011
H 0.37444 -4.13274 -2.52760 -0.005 0.014 -0.004
H 1.35598 -4.46336 -1.08721 -0.002 0.005 -0.001
H -3.66277 -0.22157 -1.87321 0.035 -0.016 -0.007
H -3.94014 -1.83218 -2.55977 0.000 -0.008 -0.007
H -4.50394 -0.38894 -3.41569 -0.008 0.008 0.013
H -1.74847 1.19351 -2.78507 -0.041 -0.005 -0.015
H -2.69460 1.28640 -4.27295 0.011 -0.003 -0.028
H -1.00711 0.74519 -4.33839 0.009 -0.007 0.014
H -2.79542 -2.48031 -4.74119 -0.004 -0.002 0.013
H -1.51227 -1.44964 -5.39251 0.007 0.008 0.002
H -3.20576 -0.95404 -5.53844 0.000 0.000 -0.002
H -0.12197 -2.87080 1.43435 -0.037 -0.032 -0.016
H -0.19124 -4.42577 0.58206 -0.016 -0.021 0.001
H -0.86572 -4.27675 2.20907 -0.010 -0.011 -0.002
H -2.24616 -1.54907 1.80089 0.018 -0.009 -0.009
H -3.07585 -2.92954 2.51930 -0.014 -0.001 -0.001
H -3.77558 -2.13064 1.10434 -0.005 0.006 -0.003
H -2.36699 -5.30651 -0.28232 0.006 0.004 -0.006
H -3.84982 -4.35739 -0.09660 -0.006 0.007 0.004
H -3.13242 -5.16226 1.30766 0.003 -0.006 0.001
S 0.11160 5.79720 -2.19129 -0.008 0.020 -0.045
C 0.36712 4.11757 -2.28627 -0.067 -0.053 -0.084
N 0.00322 3.42343 -1.25007 0.065 0.271 0.294
C -0.52432 4.24596 -0.25144 -0.003 -0.117 -0.104
C -1.01075 3.83501 0.98955 0.004 -0.034 0.026
C -1.48917 4.79314 1.85270 -0.001 0.077 -0.024
C -1.49428 6.15212 1.49791 -0.004 -0.053 0.028
C -1.02424 6.56816 0.27307 0.002 -0.034 -0.027
C -0.53831 5.59389 -0.60034 -0.047 0.128 0.037
H 0.79762 3.66709 -3.16902 0.041 -0.015 0.016
H -1.01507 2.78814 1.25998 0.013 -0.015 -0.012
H -1.87211 4.49592 2.81952 -0.005 -0.003 0.008
H -1.87727 6.88346 2.19602 -0.002 -0.002 0.009
H -1.03400 7.61325 -0.00308 0.008 0.005 -0.008
```
Positions in Å, forces in eV/Å.

highest occupied orbital energy (spin up / spin down) = -11.703 / -11.999 eV
lowest unoccupied orbital energy (spin up / spin down) = -2.574 / -5.979 eV
net charge = +1
2S+1 = 5
HOMO-LUMO gap (spin up / spin down) = 0.33549 / 0.22120 hartree
molecular weight = 735.33 g/mol
energy above the lowest of the compared OMol25 structures with the same formula, charge and spin = 0.782 eV
largest force on an atom = 0.63 eV Å⁻¹


No. 2
Entry from the Open Molecules 2025 dataset: a molecular structure, C28H47AsF6N3O8S4 (ωB97M-V with the def2-TZVPD basis set).

Structure (XYZ):
```
97
Properties=species:S:1:pos:R:3:forces:R:3
As 0.31507 -0.42917 0.61453 2.482 -0.030 3.674
F 0.37558 -2.25439 0.50606 -0.776 1.968 -0.211
F 1.73667 -0.59564 1.67239 -1.268 0.493 -1.182
F 0.34313 1.39296 0.77615 -0.095 -1.972 -0.924
F -1.15903 -0.42728 -0.32691 0.084 0.324 -0.350
F -0.71565 -0.40179 2.10992 0.889 -0.459 -2.106
F 1.34650 -0.26982 -0.81590 -1.242 -0.167 0.788
C 4.03766 3.67189 0.81344 -1.514 -1.071 -0.094
C 3.06302 3.27888 1.95960 1.348 -1.657 0.058
C 3.73191 1.94916 2.64525 0.788 2.307 0.243
S 5.60903 2.09932 2.23905 -1.005 -0.654 -2.760
O 5.99295 1.14723 1.13838 -0.827 1.696 2.740
O 6.40597 2.27603 3.42959 -0.148 -0.423 -0.249
C 5.40692 3.72378 1.39421 1.037 -0.150 1.299
H 3.71954 4.52362 0.21222 0.122 0.154 0.245
H 3.87873 2.76709 0.22675 0.760 0.141 -0.901
H 2.10657 2.92021 1.57926 -0.076 0.529 0.015
H 2.97764 4.08208 2.69150 -0.217 -0.257 0.126
H 3.31767 0.96233 2.43865 0.134 0.287 -0.493
H 3.64210 2.16894 3.70908 0.362 -0.512 0.114
H 6.31385 3.92203 0.82299 -0.342 -0.502 -0.657
H 5.49997 4.46167 2.19106 -0.411 0.089 0.272
C 1.37042 -1.14089 -4.45073 0.628 -1.778 -0.183
C 0.14251 -1.61516 -3.63677 -0.109 -0.382 0.382
C 0.51734 -2.75278 -2.64385 0.652 -0.264 -0.196
S 2.31032 -3.19592 -2.97495 -0.590 2.554 2.424
O 2.38191 -4.23152 -3.96891 0.091 -0.284 0.304
O 2.93796 -3.21814 -1.63596 -0.526 -0.836 -2.361
C 2.68985 -1.58249 -3.75881 -1.121 0.417 1.298
H 1.23280 -0.07917 -4.65545 0.607 -0.160 -0.190
H 1.36632 -1.76686 -5.34305 -0.240 0.617 -0.563
H -0.62411 -1.82740 -4.38198 -0.158 -0.490 0.153
H -0.25734 -0.78924 -3.04849 0.166 0.087 0.154
H 0.07303 -3.74672 -2.59108 -0.575 0.003 -1.032
H 0.37583 -2.42391 -1.61434 0.835 0.219 -0.136
H 3.62348 -1.66451 -4.31532 -0.336 0.138 -0.192
H 2.78142 -0.94561 -2.87897 0.630 -0.008 0.083
C 0.00892 2.41826 -3.02169 -0.397 0.205 0.929
C 0.35654 3.44446 -1.89982 0.207 0.798 -0.944
C 0.48036 4.85457 -2.60611 0.852 -0.668 -0.275
S 0.77512 4.55389 -4.43524 -0.943 0.656 -0.707
O 2.10354 5.06567 -4.84901 -2.380 -0.875 0.632
O -0.48088 4.96290 -5.15713 2.828 -1.013 1.398
C 0.82543 2.70069 -4.25049 0.418 0.761 0.103
H -1.05054 2.51132 -3.26040 -0.139 -0.097 0.012
H 0.22488 1.39758 -2.70597 -0.156 -0.027 0.240
H 1.30949 3.21615 -1.42248 0.210 -0.148 -0.347
H -0.32443 3.45416 -1.04876 -0.405 0.006 -0.392
H 1.39608 5.35002 -2.28350 -0.073 0.072 -0.012
H -0.33895 5.56835 -2.52032 -0.171 -0.402 -0.074
H 1.86247 2.44505 -4.03300 0.178 0.185 -0.259
H 0.47945 2.14161 -5.11988 0.008 0.516 -0.191
C -5.30471 -1.38520 0.54833 0.984 1.541 -1.608
C -6.61785 -1.49889 1.24343 -0.869 -1.447 0.323
C -6.48472 -0.83110 2.59348 1.097 0.575 0.470
S -4.63311 -0.93415 3.05750 -1.992 0.162 0.661
O -4.55807 -1.99450 4.03975 0.562 0.429 -0.457
O -4.18258 0.41528 3.35733 0.037 -1.283 -0.594
C -4.07322 -1.56701 1.43697 -0.488 -0.088 -0.278
H -5.27822 -0.37405 0.14213 0.252 0.447 0.119
H -5.21407 -1.95645 -0.37556 -0.206 -0.601 0.163
H -6.86402 -2.55935 1.29757 0.055 -0.231 0.709
H -7.45020 -1.15013 0.63215 0.172 0.608 0.035
H -7.05497 -1.22906 3.43284 0.248 -0.412 -0.177
H -6.70117 0.23720 2.59431 0.132 0.058 -0.367
H -3.82511 -2.62661 1.49846 0.034 0.045 0.593
H -3.21626 -1.02924 1.03135 -0.017 0.185 0.456
N 2.16999 -4.56895 1.54730 -0.179 0.907 1.174
C 2.70985 -5.78702 1.55129 1.386 -1.749 0.537
C 3.18053 -6.04149 2.82863 -0.242 -1.453 -0.037
C 2.81266 -4.99456 3.69600 0.372 -0.228 -1.478
C 2.26433 -4.07564 2.84487 -1.357 1.539 0.145
H 1.82074 -4.12018 0.71259 0.127 0.361 0.471
H 2.77417 -6.41452 0.67465 0.029 0.204 -0.011
H 3.65012 -6.93719 3.20759 0.019 -0.173 -0.444
H 2.99029 -5.03994 4.76033 -0.141 0.629 -0.146
H 1.83092 -3.11981 3.09974 0.053 0.053 -0.259
N -0.55630 2.67069 3.09064 -0.529 0.438 0.011
C -1.30840 2.04546 4.04361 -0.571 -0.568 -0.720
C -1.27328 2.80293 5.17178 -0.299 -1.527 1.199
C -0.41999 3.85167 4.93758 1.019 2.401 -0.006
C -0.07327 3.84847 3.61370 0.698 -0.955 -0.487
H -0.36833 2.32891 2.15900 -0.229 0.018 0.308
H -1.89307 1.16039 3.84054 0.285 0.042 -0.093
H -1.66816 2.52010 6.13640 -0.195 0.037 -0.149
H -0.03338 4.54615 5.66876 -0.284 0.190 -0.065
H 0.55643 4.46111 2.98557 0.008 0.116 0.356
N -2.63627 -1.96772 -1.80060 -0.596 -1.112 0.310
C -3.37638 -1.35050 -2.73239 1.756 0.398 0.022
C -4.20848 -2.28103 -3.33765 -1.019 -2.024 -0.217
C -4.03838 -3.48150 -2.65879 -0.502 0.019 -0.893
C -3.01783 -3.30188 -1.69456 0.280 2.099 -0.289
H -1.92923 -1.51030 -1.24299 0.430 0.244 0.457
H -3.14301 -0.35413 -3.07764 -0.133 0.165 0.366
H -4.78345 -2.10389 -4.23455 -0.218 -0.018 0.269
H -4.53421 -4.42093 -2.85381 0.038 0.093 -0.033
H -2.53532 -3.95494 -0.98244 -0.083 -0.071 -0.051
```
Positions in Å, forces in eV/Å.

highest occupied orbital energy (spin up / spin down) = -7.415 / -7.414 eV
lowest unoccupied orbital energy (spin up / spin down) = -1.670 / -5.901 eV
2S+1 = 2
HOMO-LUMO gap (spin up / spin down) = 0.21115 / 0.05560 hartree
molecular weight = 870.88 g/mol
largest force on an atom = 4.43 eV Å⁻¹


Record order is preserved below.
Calculated total energy: -81611.74989; -171129.28507 eV